Entry from OMol25: a structure of composition C8H9AuBrCeI2O4S (ωB97M-V/def2-TZVPD).

The geometry in XYZ format:
```
27
Properties=species:S:1:pos:R:3:mulliken_charge:R:1
I 1.831 -3.689 1.014 0.503
I 2.517 2.334 1.158 0.445
Au -0.188 1.830 1.366 0.992
Ce 0.645 -1.324 2.185 1.076
S 1.280 0.346 0.123 -0.291
C -1.532 -1.923 0.946 0.249
C -1.446 -2.100 3.528 0.200
C 0.710 0.103 -1.725 1.339
C 1.505 1.165 -2.475 -1.538
C -0.783 0.313 -1.822 -1.152
C 1.127 -1.322 -2.068 -1.262
C -1.128 2.316 3.021 0.288
C -2.026 2.354 0.965 0.126
O -2.285 -2.512 4.209 0.016
O -2.502 -2.312 0.433 -0.023
O -1.784 2.280 3.976 -0.064
O -3.157 2.461 0.770 -0.052
H 1.287 1.060 -3.547 0.446
H 2.581 1.031 -2.297 0.454
H 1.215 2.169 -2.139 0.448
H -1.098 0.192 -2.874 0.487
H -1.065 1.324 -1.501 0.329
H -1.329 -0.417 -1.206 0.092
H 0.870 -1.525 -3.120 0.478
H 0.630 -2.080 -1.439 0.171
H 2.207 -1.458 -1.936 0.467
Br 1.919 -0.616 4.456 -0.224
```

Total charge ... +4
Orbital gap (alpha / beta) ... 5.61 / 4.59 eV
DFT total energy ... -130281.3013 eV
2S+1 ... 4
Lowest unoccupied orbital energy (alpha / beta) ... -17.2 / -18.2 eV
Strongest force on any atom ... 8.865 eV Å⁻¹



Entry from OMol25: a cluster of 2 separate species, C8H9BrO2 in total (ωB97M-V/def2-TZVPD).

The geometry in XYZ format:
```
20
Properties=species:S:1:pos:R:3:mulliken_charge:R:1
C 2.367 1.761 0.412 -0.318
C 2.172 1.471 -0.856 -0.433
C 1.724 1.007 1.393 -0.163
C 1.390 0.357 -1.414 -0.450
C 0.900 -0.036 0.998 -0.580
C 0.462 -0.305 -0.400 0.502
C -3.103 -1.695 0.162 -0.731
C -3.392 -0.552 -0.663 0.659
O -3.649 -0.349 -1.791 -0.418
O -0.426 -1.085 -0.671 -0.675
Br -2.939 1.185 0.476 -0.347
H 3.036 2.553 0.772 0.351
H 2.515 2.217 -1.538 0.338
H 1.588 1.231 2.468 0.312
H 0.833 0.422 -2.322 0.391
H 0.326 -0.409 1.754 0.408
H -3.273 -1.568 1.277 0.347
H -3.703 -2.598 -0.181 0.285
H -1.982 -1.650 0.240 0.255
H 2.099 -0.547 -1.555 0.267
```

Total charge ... 0
Structure (SMILES) ... O=C1C=CC=CC1.CC(=O)Br
Orbital gap ... 8.71 eV
DFT total energy ... -82577.3567 eV
2S+1 ... 1
Lowest unoccupied orbital energy ... -0.4 eV
Strongest force on any atom ... 4.397 eV Å⁻¹



Entry from OMol25: a structure of composition C8H9CdNS2 (ωB97M-V/def2-TZVPD).

The geometry in XYZ format:
```
21
Properties=species:S:1:pos:R:3:mulliken_charge:R:1
Cd -2.535 -0.648 -1.781 0.749
C -4.252 -1.571 -2.633 -0.953
H -4.861 -2.024 -1.847 0.283
H -4.888 -0.913 -3.234 0.259
H -3.783 -2.442 -3.222 0.154
H -1.299 -2.384 -2.762 -0.285
H -0.633 -2.678 -2.729 0.280
S -2.312 1.635 -0.710 -0.458
C -0.857 1.406 0.098 0.470
N -0.078 0.329 0.028 -0.423
C 1.070 0.427 0.786 -0.348
C 2.110 -0.516 0.987 -0.437
C 3.202 -0.168 1.780 -0.502
C 3.291 1.093 2.380 -0.407
C 2.285 2.037 2.211 -0.517
C 1.190 1.700 1.439 0.908
S -0.155 2.741 1.099 -0.216
H 2.038 -1.499 0.513 0.385
H 4.007 -0.884 1.936 0.350
H 4.149 1.338 2.998 0.353
H 2.310 3.021 2.664 0.356
```

Total charge ... 0
Orbital gap ... 7.62 eV
DFT total energy ... -36165.5621 eV
2S+1 ... 1
Lowest unoccupied orbital energy ... -0.2 eV
Strongest force on any atom ... 2.946 eV Å⁻¹



Entry from OMol25: the ion C8H9Cl2N2S with charge +1 (ωB97M-V/def2-TZVPD).

The geometry in XYZ format:
```
22
Properties=species:S:1:pos:R:3:mulliken_charge:R:1
C -2.621 -0.230 -0.151 -0.586
C -1.642 -1.139 -0.436 0.225
C -0.386 -0.507 -0.357 -0.163
C -0.324 0.856 -0.174 0.284
C 1.931 -0.611 -0.064 0.377
C 0.889 1.607 -0.040 0.510
C -1.878 -2.627 -0.814 -1.309
C 1.111 2.619 1.509 -1.186
N 0.816 -1.236 -0.438 -0.014
N 1.995 0.684 0.207 -0.147
S -1.987 1.378 -0.124 -0.097
Cl 3.309 -1.607 0.053 -0.092
Cl 1.408 2.636 -1.453 -0.144
H -3.640 -0.387 -0.122 0.584
H -1.034 -2.875 -1.362 0.382
H -1.957 -3.287 0.112 0.292
H -2.820 -2.775 -1.355 0.392
H 1.352 2.025 2.331 0.445
H 0.099 3.213 1.727 0.299
H 1.784 3.297 1.212 0.484
H 0.688 -2.120 -0.836 0.147
H 2.906 1.086 0.575 0.318
```

Total charge ... +1
Structure (SMILES) ... Cc1csc2c1NC(Cl)=[NH+][C@@]2(C)Cl
Orbital gap ... 8.85 eV
DFT total energy ... -47294.3912 eV
2S+1 ... 1
Lowest unoccupied orbital energy ... -3.9 eV
Strongest force on any atom ... 7.090 eV Å⁻¹



Entry from OMol25: a structure of composition C8H9Cl3N4ReSSbSe4Si (ωB97M-V/def2-TZVPD).

The geometry in XYZ format:
```
32
Properties=species:S:1:pos:R:3:mulliken_charge:R:1
Re 0.423 -0.248 0.211 0.579
C -1.909 -3.892 0.978 -1.471
C -1.183 -2.598 0.981 0.930
N -0.672 -2.022 -0.058 0.508
N -0.982 -2.560 -1.300 -1.002
C -1.060 -1.684 -2.227 0.597
N -1.493 -1.953 -3.459 -0.344
S -0.613 0.075 -1.884 -0.271
C -1.121 -1.745 2.178 0.521
C -1.556 -2.150 3.423 -0.598
C -1.603 -1.225 4.459 -0.428
C -1.228 0.083 4.210 -0.704
C -0.786 0.432 2.947 0.443
N -0.719 -0.458 1.942 -0.203
H -1.810 -4.388 0.019 0.363
H -1.507 -4.539 1.760 0.418
H -2.967 -3.733 1.194 0.377
H -1.842 -2.877 -3.667 0.242
H -1.596 -1.236 -4.155 0.231
H -1.864 -3.173 3.580 0.363
H -1.943 -1.524 5.441 0.467
H -1.277 0.842 4.978 0.448
H -0.498 1.448 2.717 -0.119
Se 3.532 3.778 2.804 -0.194
Sb 1.557 5.395 3.312 0.624
Se 1.425 1.910 0.563 0.081
Se 2.510 1.724 2.591 0.096
Se -0.353 4.177 2.788 -0.283
Cl 2.033 1.893 -2.938 -0.108
Si 1.329 0.030 -2.881 0.707
Cl 1.475 -0.910 -4.630 -0.112
Cl 2.237 -1.063 -1.341 -0.158
```

Total charge ... +2
Orbital gap (alpha / beta) ... 5.65 / 6.18 eV
DFT total energy ... -340725.4815 eV
2S+1 ... 1
Lowest unoccupied orbital energy (alpha / beta) ... -8.1 / -7.4 eV
Strongest force on any atom ... 0.251 eV Å⁻¹



Entry from OMol25: the molecule C8H9ClO3 (ωB97M-V/def2-TZVPD).

The geometry in XYZ format:
```
21
Properties=species:S:1:pos:R:3:mulliken_charge:R:1
C 1.181 -0.095 -0.249 0.665
C -0.229 -0.393 -0.372 0.487
C 1.961 -1.193 0.014 -0.571
C -0.180 -1.727 -0.164 0.161
C 1.436 1.351 -0.154 0.170
C -1.229 0.595 -0.300 0.161
C -2.055 0.366 0.996 -1.590
C -1.745 1.561 -1.119 -0.784
O 1.115 -2.259 -0.073 -0.353
O 3.197 -1.440 0.375 -0.515
O -1.093 -2.689 -0.111 -0.514
Cl 3.177 1.588 0.336 -0.313
H 1.476 1.740 -1.098 0.344
H -2.177 1.191 1.637 0.455
H -1.670 -0.403 1.655 0.391
H -3.121 -0.015 0.747 0.315
H -1.051 1.860 -1.928 0.241
H 0.753 1.876 0.758 0.226
H -2.646 2.109 -0.853 0.330
H 3.536 -0.563 0.419 0.303
H -0.635 -3.460 -0.513 0.389
```

Total charge ... 0
Structure (SMILES) ... C=C(C)c1c(O)oc(O)c1CCl
Orbital gap ... 8.30 eV
DFT total energy ... -27103.5512 eV
2S+1 ... 1
Lowest unoccupied orbital energy ... 0.6 eV
Strongest force on any atom ... 5.414 eV Å⁻¹



Entry from OMol25: the molecule C8H9ClO3 (ωB97M-V/def2-TZVPD).

The geometry in XYZ format:
```
21
Properties=species:S:1:pos:R:3:mulliken_charge:R:1
C 0.542 -0.369 -1.518 0.954
C 1.227 -1.606 -1.091 -1.530
C -0.284 -0.711 -2.559 0.081
C 0.715 -2.522 -1.930 0.840
C 0.470 0.973 -1.033 0.156
C -0.008 0.641 0.263 0.873
C -1.475 1.010 0.483 -1.601
C 0.817 -0.148 1.186 -1.418
O -0.148 -1.969 -2.943 -0.412
O -0.893 0.257 -3.310 -0.519
O 0.883 -3.840 -2.190 -0.539
Cl 2.119 1.842 -1.319 -0.217
H -0.081 1.718 -1.674 0.254
H -2.242 0.469 -0.096 0.272
H -1.463 2.000 0.282 0.499
H -1.706 0.844 1.468 0.459
H 0.563 -0.034 2.164 0.574
H 1.871 0.216 1.061 0.314
H 0.846 -1.238 0.933 0.245
H -1.163 -0.112 -4.247 0.376
H 1.319 -4.030 -3.015 0.340
```

Total charge ... 0
Orbital gap (alpha / beta) ... 6.87 / 6.09 eV
DFT total energy ... -27100.4164 eV
2S+1 ... 1
Lowest unoccupied orbital energy (alpha / beta) ... -1.0 / -1.4 eV
Strongest force on any atom ... 4.248 eV Å⁻¹



Entry from OMol25: a structure of composition C8H9CrNS2 (ωB97M-V/def2-TZVPD).

The geometry in XYZ format:
```
21
Properties=species:S:1:pos:R:3:mulliken_charge:R:1
Cr -0.184 0.182 -2.169 0.145
C -0.216 0.349 -4.359 -0.706
H 0.805 0.532 -3.958 0.132
H -0.282 -0.636 -4.814 0.275
H -0.373 1.133 -5.102 0.415
H -1.099 0.534 -3.593 0.233
H -1.746 -0.141 -2.115 0.034
S 0.437 -2.047 -2.120 -0.499
C 0.523 -1.482 -0.554 0.376
N 0.183 -0.179 -0.294 -0.301
C 0.150 0.106 1.077 -0.236
C -0.254 1.298 1.690 -0.570
C -0.198 1.382 3.078 -0.444
C 0.223 0.290 3.858 -0.510
C 0.553 -0.927 3.247 -0.407
C 0.520 -1.005 1.860 0.831
S 0.894 -2.399 0.862 -0.207
H -0.588 2.122 1.065 0.382
H -0.484 2.307 3.578 0.350
H 0.286 0.385 4.948 0.349
H 0.848 -1.805 3.816 0.358
```

Total charge ... 0
Orbital gap (alpha / beta) ... 6.90 / 7.98 eV
DFT total energy ... -60022.2171 eV
2S+1 ... 5
Lowest unoccupied orbital energy (alpha / beta) ... 0.0 / -0.1 eV
Strongest force on any atom ... 2.390 eV Å⁻¹



Entry from OMol25: the molecule C8H9F2OP (ωB97M-V/def2-TZVPD).

The geometry in XYZ format:
```
21
Properties=species:S:1:pos:R:3:mulliken_charge:R:1
C -1.313 1.672 -0.736 -0.126
C 0.035 1.755 -0.346 -0.106
C -2.048 0.551 -0.735 -0.641
C 0.917 0.842 0.161 0.117
C 2.236 0.436 0.471 0.054
C -1.624 -0.821 -0.576 0.413
C -0.266 -1.086 0.294 0.522
C -0.482 -1.176 1.853 -1.149
O 2.771 0.551 1.510 -0.483
F -2.722 -1.519 0.007 -0.330
F 0.340 -2.182 -0.227 -0.294
P 2.998 -0.482 -1.001 -0.089
H -1.776 2.680 -0.982 0.276
H 0.527 2.805 -0.559 0.207
H -3.118 0.620 -1.034 0.311
H -1.428 -1.300 -1.572 0.217
H -1.317 -0.614 2.207 0.322
H 0.386 -0.871 2.491 0.282
H -0.657 -2.287 1.957 0.373
H 4.184 0.203 -1.091 0.064
H 2.357 0.226 -2.091 0.058
```

Total charge ... 0
Orbital gap ... 8.38 eV
DFT total energy ... -25207.8683 eV
2S+1 ... 1
Lowest unoccupied orbital energy ... -0.5 eV
Strongest force on any atom ... 6.352 eV Å⁻¹



Entry from OMol25: the molecule C8H9F3O (ωB97M-V/def2-TZVPD).

The geometry in XYZ format:
```
21
Properties=species:S:1:pos:R:3:mulliken_charge:R:1
O -2.210 -2.182 2.073 -0.476
F -1.280 -4.783 2.179 -0.228
F 0.715 -3.844 1.680 -0.235
F -0.615 -4.461 0.077 -0.244
C -0.914 -1.512 0.287 0.236
C -0.728 -0.710 -0.617 0.638
C -1.286 -2.485 1.289 -0.350
C -0.617 -3.907 1.337 0.800
C 1.482 2.950 0.380 -1.298
C -0.590 0.335 -1.599 -0.893
C 1.207 1.720 -0.478 -0.299
C -0.278 1.689 -0.915 -0.809
H 0.841 2.963 1.254 0.333
H 2.482 2.918 0.787 0.368
H 1.314 3.828 -0.211 0.337
H -1.517 0.426 -2.164 0.351
H 0.188 0.117 -2.368 0.333
H 1.414 0.809 0.101 0.320
H 1.816 1.735 -1.393 0.281
H -0.475 2.538 -1.596 0.364
H -0.949 1.856 -0.105 0.470
```

Total charge ... 0
Structure (SMILES) ... CCCCC#CC(=O)C(F)(F)F
Orbital gap ... 9.95 eV
DFT total energy ... -18639.8533 eV
2S+1 ... 1
Lowest unoccupied orbital energy ... -0.6 eV
Strongest force on any atom ... 3.606 eV Å⁻¹